Record 1
A cluster of 2 separate species, C4H11N3 in total at a distorted geometry, computed with wB97M-V/def2-TZVPD.

```
18
Properties=species:S:1:pos:R:3
C 0.76 -0.67 2.52
C 0.96 -0.40 1.06
C 1.83 -1.46 0.46
C -1.25 0.74 -2.28
N -2.90 2.02 -1.37
N 0.38 0.46 0.32
N -2.38 0.93 -1.47
H 1.03 -1.62 2.84
H -0.26 -0.55 2.67
H 1.15 -2.42 0.32
H 2.61 -1.83 0.96
H 2.12 -1.30 -0.64
H -0.35 0.19 -1.78
H -1.44 0.15 -3.06
H -0.79 1.81 -2.70
H 1.26 0.08 3.22
H -2.49 2.80 -1.91
H -0.23 1.09 0.83
```

Properties
- electronic energy (eV) = -8793.3316
- relative energy (zero: lowest compared OMol25 entry of this formula, charge and spin) (kcal/mol) = 98.9
- SMILES = [H]/N=N\C.CC(C)=N

---

Record 2
A cluster of 4 separate species, C20H49BN3O10 in total at a distorted geometry, computed with wB97M-V/def2-TZVPD.

```
83
Properties=species:S:1:pos:R:3
O 1.21 -0.71 2.41
C 0.82 -1.62 1.62
O 0.45 -2.75 1.98
B 0.82 -1.19 0.11
C 2.06 -1.44 -0.85
O 2.30 -0.36 -1.76
O 3.04 0.67 -1.12
H -0.13 -0.64 -0.35
H 2.97 -1.71 -0.31
H 1.81 -2.29 -1.48
H 3.62 0.24 -0.48
C -6.98 -5.01 3.17
O -6.28 -4.43 2.09
C -5.88 -3.08 2.31
C -4.38 -2.95 2.49
N -3.94 -3.54 3.75
C -2.48 -3.68 3.87
C -1.74 -4.57 2.88
O -2.03 -5.97 3.02
C -3.20 -6.41 2.37
H -7.40 -5.95 2.82
H -6.33 -5.21 4.03
H -7.81 -4.37 3.49
H -6.41 -2.64 3.17
H -6.17 -2.51 1.42
H -4.11 -1.89 2.48
H -3.91 -3.43 1.62
H -4.35 -4.45 3.85
H -2.28 -4.06 4.87
H -2.03 -2.68 3.82
H -0.68 -4.46 3.08
H -1.88 -4.26 1.84
H -3.39 -5.86 1.45
H -4.07 -6.36 3.02
H -3.05 -7.47 2.11
C 6.57 2.29 -8.34
O 7.07 1.87 -7.08
C 6.83 2.78 -6.02
C 5.81 2.24 -5.04
N 4.47 2.20 -5.62
C 3.49 1.46 -4.82
C 3.72 -0.02 -4.57
O 3.61 -0.84 -5.73
C 4.78 -0.93 -6.53
H 6.97 1.62 -9.09
H 5.48 2.24 -8.38
H 6.89 3.31 -8.57
H 6.52 3.76 -6.40
H 7.78 2.91 -5.49
H 5.79 2.89 -4.16
H 6.15 1.25 -4.72
H 4.53 1.77 -6.53
H 2.53 1.56 -5.34
H 3.38 1.96 -3.86
H 2.93 -0.35 -3.90
H 4.66 -0.22 -4.05
H 5.69 -0.86 -5.93
H 4.79 -0.15 -7.30
H 4.76 -1.89 -7.04
C -2.54 6.13 4.26
O -1.56 5.79 3.30
C -0.41 5.14 3.85
C -0.35 3.68 3.45
N -1.39 2.90 4.10
C -1.54 1.53 3.57
C -1.94 1.37 2.11
O -3.27 1.79 1.82
C -3.43 3.17 1.58
H -3.27 6.77 3.77
H -3.07 5.24 4.64
H -2.11 6.67 5.10
H -0.38 5.25 4.93
H 0.46 5.65 3.43
H 0.63 3.28 3.73
H -0.42 3.64 2.35
H -2.27 3.38 4.00
H -2.30 1.05 4.19
H -0.60 0.99 3.74
H -1.91 0.30 1.90
H -1.22 1.83 1.43
H -2.54 3.61 1.10
H -3.66 3.72 2.50
H -4.28 3.30 0.90
```

Properties
- electronic energy (eV) = -47150.2929
- net charge = -1

---

Record 3
A cluster of 2 separate species, H4N3P in total at a distorted geometry, computed with wB97M-V/def2-TZVPD.

```
8
Properties=species:S:1:pos:R:3
N 1.62 0.24 0.93
N 1.03 0.49 -0.36
N 1.46 -0.64 -0.28
P -1.99 -0.29 0.09
H 2.41 0.91 1.04
H -1.05 0.69 0.01
H -2.55 -0.27 -1.19
H -0.92 -1.14 -0.23
```

Properties
- electronic energy (eV) = -13818.8224
- relative energy (zero: lowest compared OMol25 entry of this formula, charge and spin) (kcal/mol) = 78.8
- SMILES = N1=NN1.P

---

Record 4
A cluster of 3 separate species, C4H12NO2 in total at a distorted geometry, computed with wB97M-V/def2-TZVPD.

```
19
Properties=species:S:1:pos:R:3
C -1.49 1.33 0.28
C -0.94 0.18 1.03
C -1.69 -0.89 1.30
C 1.41 0.72 1.14
N 0.47 -0.11 0.92
H -0.79 2.18 0.30
H -2.45 1.63 0.69
H -1.64 1.10 -0.77
H -1.23 -1.85 1.50
H -2.76 -0.92 1.13
H 2.44 0.42 1.03
H 1.14 1.71 1.49
H 0.73 -0.98 0.43
H -0.40 0.94 -3.56
H 0.73 1.06 -2.48
O 0.07 0.48 -2.85
H 2.32 -3.00 -0.13
H 2.30 -1.76 -1.05
O 1.78 -2.24 -0.39
```

Properties
- electronic energy (eV) = -9919.8639
- relative energy (zero: lowest compared OMol25 entry of this formula, charge and spin) (kcal/mol) = 54.6
- net charge = +1

---

Number 1: HOMO level -0.325 Eh. Number 2: HOMO level -0.171 Eh. Number 3: HOMO level -0.356 Eh. Number 4: HOMO level -0.518 Eh.